Computed, not measured: C27H25As2IrN2O6S3 as an isolated structure, with ωB97M-V/def2-TZVPD.

Its frontier orbital gap (spin up / spin down) is 7.060 / 6.833 eV. For the LUMO energy (spin up / spin down), the calculation gives 0.24 / -1.77 eV. The relative energy (zero: lowest compared OMol25 entry of this formula, charge and spin) is 0.000 eV. Its molecular weight is 911.767 g/mol. Its expectation value of S² is 6.02.

Structure (ORCA input):
```
! wB97M-V def2-TZVPD RIJCOSX def2/J DEFGRID3
* xyz 0 5
Ir 1.56 0.21 1.02
S 2.92 -1.66 1.39
C 1.89 -3.05 1.01
C 2.18 -4.26 1.66
C 1.44 -5.39 1.38
C 0.42 -5.35 0.43
C 0.15 -4.16 -0.23
C 0.86 -3.01 0.07
As 0.53 -1.32 -0.79
C 1.30 -1.69 -2.52
C 0.55 -2.14 -3.60
C 1.18 -2.45 -4.80
C 2.56 -2.32 -4.92
C 3.31 -1.87 -3.84
C 2.68 -1.55 -2.64
C -1.36 -1.21 -1.10
C -2.28 -1.84 -0.26
C -3.63 -1.59 -0.43
C -4.07 -0.71 -1.41
C -3.15 -0.06 -2.22
C -1.80 -0.30 -2.06
H 2.99 -4.29 2.38
H 1.65 -6.31 1.91
H -0.14 -6.24 0.20
H -0.63 -4.14 -0.98
H -0.52 -2.24 -3.51
H 0.59 -2.81 -5.63
H 3.04 -2.57 -5.85
H 4.38 -1.77 -3.93
H 3.27 -1.19 -1.81
H -1.94 -2.47 0.55
H -4.34 -2.08 0.23
H -5.13 -0.51 -1.52
H -3.49 0.64 -2.97
H -1.08 0.22 -2.68
O -0.75 0.19 4.31
As -1.44 -0.47 2.84
O -2.46 -1.70 3.16
O -0.15 -0.84 1.78
C -2.48 0.99 2.11
C -3.85 0.77 2.15
C -4.74 1.73 1.69
C -4.27 2.93 1.18
C -2.90 3.18 1.13
C -2.01 2.21 1.59
S -0.30 2.54 1.29
O -0.14 3.97 1.23
O 0.52 1.91 2.38
O 0.02 1.83 0.04
H -0.06 0.83 4.07
H -4.20 -0.17 2.55
H -5.80 1.54 1.72
H -4.96 3.68 0.82
H -2.52 4.12 0.74
S 3.44 1.49 0.01
C 3.23 3.11 0.54
N 3.39 4.17 -0.25
C 3.15 5.44 0.44
C 2.77 4.96 1.86
N 2.96 3.51 1.78
H 3.64 4.07 -1.22
H 2.34 5.99 -0.04
H 4.05 6.05 0.44
H 1.73 5.19 2.10
H 3.42 5.39 2.62
H 2.46 2.88 2.40
*
```



Computed, not measured: C27H25AsF4N10O2RhSe as an isolated structure, with ωB97M-V/def2-TZVPD.

Its frontier orbital gap (spin up / spin down) is 5.225 / 4.963 eV. For the LUMO energy (spin up / spin down), the calculation gives -4.39 / -5.55 eV. The relative energy (zero: lowest compared OMol25 entry of this formula, charge and spin) is 0.000 eV. Its molecular weight is 854.345 g/mol. Its expectation value of S² is 6.07.

Structure (ORCA input):
```
! wB97M-V def2-TZVPD RIJCOSX def2/J DEFGRID3
* xyz 1 5
Rh -0.27 -0.03 0.06
O -1.85 -0.14 -0.59
C 0.78 -4.25 -1.75
As -0.25 -2.67 -2.10
C -2.11 -2.86 -1.69
C -0.17 -2.28 -3.97
O 0.52 -1.37 -1.33
H 0.32 -5.10 -2.27
H 0.83 -4.46 -0.69
H 1.77 -4.08 -2.15
H -2.48 -3.72 -2.24
H -2.61 -1.96 -2.02
H -2.30 -3.01 -0.63
H -0.64 -3.08 -4.55
H 0.87 -2.18 -4.27
H -0.70 -1.35 -4.13
C -2.08 -1.78 2.10
N -2.29 -2.76 3.14
C -1.57 -2.33 4.35
N -0.13 -2.22 4.09
C 0.09 -1.25 3.04
N -0.62 -1.65 1.77
C -0.10 -2.98 1.39
N -0.31 -3.97 2.42
C -1.75 -4.04 2.70
C 0.37 -3.52 3.65
H -2.45 -0.81 2.43
H -2.62 -2.06 1.20
H -1.74 -3.06 5.14
H -1.97 -1.37 4.68
H 1.15 -1.16 2.82
H -0.29 -0.27 3.34
H 0.97 -2.87 1.21
H -0.55 -3.32 0.46
H -1.92 -4.79 3.48
H -2.28 -4.37 1.80
H 1.44 -3.45 3.45
H 0.21 -4.25 4.43
Se 2.94 -1.09 -0.12
N 1.82 0.13 0.60
C 2.54 0.96 1.36
C 2.06 2.10 2.08
C 2.96 2.82 2.80
C 4.35 2.49 2.87
C 4.85 1.42 2.20
C 3.95 0.63 1.42
N 4.32 -0.42 0.72
H 1.03 2.37 2.04
H 2.61 3.69 3.35
H 5.01 3.11 3.47
H 5.89 1.15 2.22
F -1.36 4.30 1.28
C -1.78 4.74 2.48
C -1.56 6.05 2.82
F -0.94 6.82 1.93
C -1.98 6.59 4.06
C -2.88 5.75 4.77
C -3.10 4.45 4.42
F -3.95 3.72 5.15
C -2.45 3.85 3.33
C -2.41 2.42 3.13
C -1.60 1.83 2.19
N -0.89 1.34 1.42
C -3.04 1.45 3.96
N -3.45 0.59 4.61
F -3.53 6.24 5.82
C -1.49 7.81 4.57
C -1.86 8.32 5.84
N -2.13 8.72 6.89
C -0.50 8.57 3.89
N 0.33 9.17 3.36
*
```